96
Properties=species:S:1:pos:R:3:mulliken_spin:R:1 method="wB97M-V/def2-TZVPD" spin_multiplicity=5 total_charge=-2 s_squared=6.01 orbital_gap_ev="1.30 / 4.58"
Os 0.533 0.529 1.146 2.63
Cl 1.628 -1.379 0.219 0.10
C 0.757 1.098 5.299 0.01
C 0.645 1.326 3.057 0.23
N 1.290 0.710 4.097 -0.03
H -0.710 2.718 5.695 0.01
N -0.177 2.246 3.668 0.06
H 1.098 0.703 6.245 0.00
C 2.283 -0.352 3.873 -0.03
C 3.041 -0.601 5.168 0.00
C 1.524 -1.578 3.402 0.09
H 2.378 -0.985 5.954 0.00
H 3.825 -1.349 4.998 0.00
H 3.527 0.318 5.520 0.00
H 3.876 -0.648 2.470 -0.02
H 3.776 1.012 3.135 0.01
H 0.841 -1.310 2.554 -0.06
C 3.198 0.157 2.770 -0.08
H 0.906 -1.989 4.207 0.00
H 2.221 -2.337 3.034 0.00
H 2.638 0.490 1.863 0.06
C -0.157 2.066 5.034 0.00
C -2.424 3.040 3.210 0.01
H -2.715 3.233 4.251 0.00
H -3.013 3.702 2.562 0.00
C -0.936 3.322 3.029 -0.08
H -1.250 3.823 0.955 -0.01
C -0.594 4.623 3.752 0.01
H 0.489 4.791 3.751 0.01
H -2.684 2.002 2.972 0.01
H -0.264 2.338 1.179 0.06
H -0.942 4.615 4.793 0.00
H -1.076 5.463 3.242 0.00
C -0.479 3.373 1.585 0.03
H 0.455 3.936 1.508 0.05
C 1.222 -2.004 -5.593 -0.60
N 1.373 -1.913 -4.236 0.33
H 0.244 -0.628 -6.973 0.97
N 0.321 -0.167 -4.856 0.92
H 1.597 -2.814 -6.189 0.10
C 2.207 -2.869 -3.483 -0.80
C 2.551 -4.058 -4.371 0.29
C 3.482 -2.145 -3.066 0.23
H 3.152 -3.772 -5.244 -0.01
H 3.147 -4.775 -3.789 0.03
H 1.648 -4.586 -4.700 -0.03
H 2.007 -4.112 -1.753 0.00
H 0.482 -3.843 -2.628 0.01
H 3.254 -1.246 -2.491 0.02
C 1.415 -3.374 -2.299 0.10
H 4.053 -1.868 -3.959 -0.01
H 4.103 -2.808 -2.455 0.00
H 1.197 -2.550 -1.617 0.01
C 0.545 -0.916 -5.987 -0.14
C 0.677 2.197 -4.380 2.02
H 1.563 2.215 -5.023 -0.11
H 0.212 3.186 -4.406 -0.23
C -0.312 1.169 -4.912 -6.49
H -2.054 2.139 -4.139 0.02
C -0.651 1.496 -6.358 2.68
H -1.378 0.784 -6.768 -0.03
H 0.986 1.986 -3.359 0.19
H -1.432 0.857 -3.071 0.45
H 0.242 1.520 -6.995 -0.08
H -1.112 2.490 -6.400 -0.09
C -1.602 1.144 -4.113 1.12
H -2.307 0.437 -4.567 -0.09
C 0.812 -0.774 -3.735 0.05
C -4.096 -0.876 2.333 0.04
Si -2.288 -1.410 2.325 0.01
C -1.865 -1.654 4.135 0.06
C -2.103 -3.048 1.453 0.01
C -1.261 0.008 1.546 0.20
Si -1.277 0.117 -0.384 0.53
C 0.293 1.068 -1.018 -0.79
C -1.427 -1.422 -1.434 -0.18
C -2.731 1.287 -0.697 -0.03
H -4.662 -1.679 2.829 -0.01
H -4.502 -0.732 1.323 0.02
H -4.244 0.050 2.909 0.00
H -1.411 -0.765 4.589 -0.01
H -1.190 -2.508 4.276 0.00
H -2.802 -1.866 4.671 0.00
H -2.678 -3.081 0.519 0.01
H -1.055 -3.290 1.236 0.00
H -2.502 -3.820 2.127 0.00
H -1.782 0.940 1.889 -0.14
H 0.618 0.500 -1.919 0.03
H -0.029 2.088 -1.282 -0.03
H 1.278 1.205 -0.401 0.07
H -2.444 -1.521 -1.839 -0.01
H -0.732 -1.313 -2.282 0.17
H -1.174 -2.350 -0.908 -0.01
H -2.643 1.761 -1.685 0.17
H -3.677 0.727 -0.662 0.00
H -2.765 2.083 0.064 -0.03

***

97
Properties=species:S:1:pos:R:3:mulliken_charge:R:1 method="wB97M-V/def2-TZVPD" spin_multiplicity=1 smiles="O=C1OC[C@@H](F)O1.COC(=O)OC.COC(=O)OC.COC(=O)OC.COC(=O)OC.COC(=O)OC.COC(=O)OC.ClCCl.ClCCl.ClCCl" orbital_gap_ev=10.81
C -16.377 -38.516 0.408 -0.67
O -16.746 -39.923 0.380 -0.30
C -15.771 -40.795 0.542 0.82
O -14.609 -40.496 0.827 -0.58
O -16.382 -41.976 0.451 -0.31
C -15.691 -43.253 0.572 -0.62
H -16.737 -38.190 1.384 0.26
H -16.889 -37.910 -0.340 0.26
H -15.346 -38.257 0.167 0.32
H -14.655 -43.130 0.254 0.32
H -16.110 -44.001 -0.101 0.24
H -15.820 -43.564 1.609 0.25
C -11.612 -34.470 9.524 -0.70
O -12.750 -34.931 10.139 -0.29
C -12.715 -35.711 11.209 0.74
O -11.725 -36.235 11.692 -0.56
O -13.992 -35.991 11.474 -0.27
C -14.253 -36.457 12.781 -0.70
H -10.714 -34.329 10.125 0.33
H -11.855 -33.502 9.087 0.26
H -11.176 -35.233 8.880 0.30
H -13.848 -37.459 12.925 0.30
H -15.280 -36.524 13.142 0.28
H -13.781 -35.906 13.595 0.30
C -3.124 -32.870 9.474 -0.60
O -2.462 -32.363 8.337 -0.31
C -2.881 -32.769 7.081 0.79
O -3.827 -33.541 6.925 -0.58
O -2.266 -32.083 6.186 -0.30
C -2.858 -32.018 4.825 -0.64
H -2.520 -32.415 10.260 0.21
H -3.081 -33.958 9.515 0.29
H -4.179 -32.601 9.518 0.28
H -2.544 -31.276 4.090 0.26
H -3.937 -31.906 4.932 0.29
H -2.788 -33.041 4.456 0.29
C -9.043 -21.918 -4.959 -0.69
O -10.093 -21.029 -4.534 -0.29
C -10.916 -21.400 -3.591 0.79
O -10.793 -22.425 -2.868 -0.59
O -11.748 -20.353 -3.266 -0.30
C -12.495 -20.501 -2.084 -0.61
H -8.546 -22.450 -4.148 0.31
H -8.207 -21.433 -5.462 0.28
H -9.357 -22.684 -5.668 0.30
H -13.170 -21.337 -2.262 0.28
H -13.097 -19.628 -1.831 0.24
H -11.927 -20.719 -1.179 0.29
C -16.110 -35.855 -6.601 -0.71
O -16.454 -34.558 -6.066 -0.28
C -15.956 -33.442 -6.670 0.74
O -15.206 -33.445 -7.670 -0.56
O -16.361 -32.309 -5.936 -0.28
C -15.903 -31.048 -6.420 -0.65
H -16.056 -36.687 -5.899 0.29
H -15.092 -35.834 -6.991 0.31
H -16.642 -36.101 -7.520 0.30
H -14.861 -30.970 -6.730 0.31
H -16.002 -30.514 -5.476 0.25
H -16.585 -30.592 -7.138 0.28
C -16.807 -27.119 14.065 -0.65
O -17.018 -28.325 13.314 -0.29
C -17.330 -28.308 12.031 0.75
O -17.477 -27.368 11.295 -0.54
O -17.494 -29.658 11.751 -0.28
C -18.114 -30.055 10.586 -0.68
H -16.131 -26.436 13.552 0.31
H -16.254 -27.416 14.957 0.26
H -17.693 -26.639 14.481 0.28
H -17.382 -30.566 9.961 0.25
H -18.624 -29.332 9.949 0.34
H -18.957 -30.702 10.829 0.27
C -11.300 -28.677 2.039 -0.37
C -12.254 -28.733 0.757 0.36
O -13.229 -29.632 1.185 -0.33
C -13.077 -29.983 2.520 0.71
O -13.890 -30.708 3.086 -0.56
O -12.065 -29.381 3.037 -0.31
F -11.686 -29.176 -0.325 -0.27
H -11.122 -27.661 2.392 0.25
H -10.336 -29.154 1.865 0.27
H -12.796 -27.839 0.447 0.24
C -3.888 -25.236 4.358 -0.22
Cl -4.677 -25.459 2.755 -0.15
Cl -4.987 -25.891 5.554 -0.14
H -2.983 -25.839 4.289 0.23
H -3.640 -24.215 4.648 0.27
C -17.363 -22.277 4.828 -0.23
Cl -16.265 -23.154 3.766 -0.14
Cl -19.010 -22.039 4.061 -0.15
H -17.531 -22.966 5.655 0.24
H -16.851 -21.357 5.113 0.28
C -20.682 -31.412 1.826 -0.23
Cl -21.909 -30.220 2.486 -0.15
Cl -21.528 -32.987 1.643 -0.15
H -20.227 -31.070 0.897 0.27
H -19.828 -31.567 2.485 0.26

***

91
Properties=species:S:1:pos:R:3:mulliken_spin:R:1 method="wB97M-V/def2-TZVPD" spin_multiplicity=2 total_charge=+2 s_squared=0.76 orbital_gap_ev="6.26 / 6.28"
Mo -0.788 1.090 -1.496 0.91
O -2.907 4.878 3.098 0.00
C -2.344 4.003 2.280 0.01
C -2.142 2.654 2.593 0.00
C -1.575 1.827 1.650 0.00
N -1.246 2.237 0.416 -0.04
C -1.353 3.559 0.176 0.03
C -1.880 4.471 1.048 0.00
C -0.712 4.001 -1.109 0.01
O -0.544 5.127 -1.434 0.00
O -0.311 2.928 -1.830 0.04
C -1.221 0.426 2.068 0.01
O -2.027 -0.454 2.189 0.00
O 0.102 0.281 2.293 0.00
H -3.163 4.484 3.942 0.00
H -2.400 2.258 3.567 0.00
H -1.920 5.518 0.783 0.00
C -0.395 1.980 -4.580 0.00
N -1.178 1.212 -3.606 -0.01
C -2.244 0.588 -3.970 -0.03
C -3.091 0.122 -2.928 0.03
C -4.260 -0.593 -2.846 0.00
C -4.622 -0.611 -1.475 0.01
C -3.661 0.083 -0.782 0.00
N -2.714 0.552 -1.656 0.02
C -0.826 3.427 -4.678 0.00
C -2.131 3.834 -4.431 0.00
C -2.490 5.167 -4.586 0.00
C -1.550 6.099 -4.994 0.00
C -0.246 5.696 -5.244 0.00
C 0.115 4.368 -5.081 0.00
H -0.503 1.482 -5.548 0.00
H 0.656 1.918 -4.298 -0.01
H -2.499 0.487 -5.022 0.00
H -4.793 -1.043 -3.668 0.00
H -5.497 -1.071 -1.047 0.00
H -3.596 0.270 0.278 0.00
H -2.888 3.124 -4.116 0.00
H -3.509 5.475 -4.391 0.00
H -1.830 7.136 -5.118 0.00
H 0.494 6.417 -5.566 0.00
H 1.139 4.063 -5.264 0.00
C 3.634 -3.247 7.243 0.00
C 2.934 -2.821 5.987 0.00
C 3.113 -1.538 5.475 0.00
C 2.505 -1.118 4.303 0.00
C 2.773 0.279 3.818 0.00
C 1.678 -2.038 3.637 0.00
Te 0.666 -1.582 1.889 0.00
N -0.297 -0.368 -0.432 -0.02
C -0.262 -1.174 -1.537 -0.02
O 0.239 -0.567 -2.541 0.03
C -0.820 -2.517 -1.587 0.00
C -1.682 -2.950 -0.578 0.00
C -2.207 -4.229 -0.636 0.00
C -1.865 -5.067 -1.691 0.00
C -1.011 -4.631 -2.700 0.00
C -0.490 -3.351 -2.656 0.00
C 2.376 -1.334 0.689 0.00
C 2.931 -2.606 0.537 0.00
C 3.997 -2.804 -0.322 0.00
C 4.500 -1.721 -1.029 0.00
C 3.936 -0.467 -0.873 0.00
C 2.847 -0.237 -0.030 0.00
C 2.299 1.163 0.034 0.01
C 1.469 -3.342 4.121 0.00
C 0.642 -4.400 3.431 0.00
C 2.120 -3.705 5.293 0.00
H 3.821 -2.400 7.901 0.00
H 4.599 -3.695 6.998 0.00
H 3.055 -3.991 7.788 0.00
H 3.755 -0.843 6.004 0.00
H 3.761 0.599 4.144 0.00
H 2.044 0.985 4.217 0.00
H 2.751 0.355 2.733 0.00
H -1.972 -2.274 0.218 0.00
H -2.890 -4.572 0.130 0.00
H -2.272 -6.068 -1.732 0.00
H -0.761 -5.291 -3.520 0.00
H 0.176 -2.995 -3.431 0.00
H 2.561 -3.457 1.105 0.00
H 4.435 -3.787 -0.426 0.00
H 5.337 -1.853 -1.702 0.00
H 4.344 0.372 -1.425 0.00
H 3.112 1.876 0.176 0.00
H 1.570 1.314 0.823 -0.01
H 1.836 1.435 -0.921 0.01
H -0.165 -4.019 2.803 0.00
H 0.173 -5.045 4.172 0.00
H 1.272 -5.035 2.804 0.00
H 1.979 -4.709 5.676 0.00

***

29
Properties=species:S:1:pos:R:3:mulliken_charge:R:1 method="wB97M-V/def2-TZVPD" spin_multiplicity=1 smiles="C=C(CC)CCC=O.O.O.O" orbital_gap_ev=9.92
O 1.452 0.940 3.170 -0.49
C 0.668 0.367 2.458 -0.15
C -0.029 0.993 1.313 -0.37
C -0.006 0.291 -0.056 0.22
C 1.273 -0.455 -0.242 1.07
C 1.517 -1.751 -0.238 -1.48
C 2.386 0.463 -0.668 -0.68
C 2.182 1.267 -1.963 -1.11
H 0.400 -0.689 2.778 0.32
H -1.083 1.237 1.595 0.47
H 0.052 2.116 1.262 0.38
H -0.228 1.003 -0.885 0.23
H -0.907 -0.343 -0.064 -0.37
H 0.822 -2.562 -0.118 0.07
H 2.490 -2.215 -0.386 0.28
H 2.597 1.188 0.112 0.30
H 3.387 -0.087 -0.815 0.39
H 3.005 1.285 -2.690 0.31
H 1.972 2.374 -1.714 0.29
H 1.228 1.085 -2.455 0.32
H -3.979 -1.113 0.238 0.33
H -2.592 -0.994 0.712 0.31
O -3.430 -0.486 0.696 -0.70
H -1.710 -3.561 -0.648 0.31
H -0.816 -2.531 0.064 0.37
O -1.726 -2.802 -0.065 -0.68
H -3.058 0.941 -0.178 0.39
H -3.288 2.286 -0.799 0.29
O -2.579 1.750 -0.411 -0.62

***

Sequential strongest force on any atom output: 0.1098 0.0978 0.0224 0.0668 hartree/bohr
Sequential total energy output: -67730.819 -146462.586 -71535.783 -15739.006 eV
Sequential relative energy (zero: lowest compared OMol25 entry of this formula, charge and spin) output: 0.0 13.9 94.0 132.4 kJ/mol